{
  "formula": "C4H14NO",
  "method": "the ωB97M-V functional and the def2-TZVPD basis",
  "species": ["O", "N", "C", "C", "C", "C", "H", "H", "H", "H", "H", "H", "H", "H", "H", "H", "H", "H", "H", "H"],
  "positions_angstrom": [[0.648, 0.337, 0.216], [-0.456, -0.418, -2.066], [-0.865, 1.575, 3.039], [1.749, -1.043, -1.668], [-1.476, 0.921, 1.826], [0.359, -1.594, -1.696], [-1.598, 2.289, 3.453], [-0.033, 2.211, 2.690], [-0.546, 0.918, 3.841], [0.155, -2.424, -2.396], [0.068, -1.891, -0.700], [-1.397, -0.663, -2.349], [2.555, -1.744, -1.437], [-0.273, 0.177, -1.264], [1.170, 0.974, 0.740], [1.741, -0.273, -0.817], [-0.648, 0.697, 1.044], [1.916, -0.483, -2.587], [-1.845, -0.084, 2.040], [-2.331, 1.441, 1.367]],
  "forces_ev_per_a": [[-0.7, -0.1, 0.8], [0.6, -2.1, 1.0], [-0.1, 1.2, -0.5], [-0.4, -1.2, -1.0], [-1.2, -0.7, 1.2], [-0.2, 1.5, -2.1], [0.2, -0.2, -0.1], [-0.1, -0.1, 0.5], [0.1, -0.2, -0.3], [0.4, 0.1, 0.4], [-0.3, -0.6, 0.7], [-0.1, 0.5, 0.2], [-0.2, 0.2, 0.4], [-0.9, 1.0, -0.7], [0.5, 0.1, -0.3], [0.1, 0.9, 0.9], [0.8, -0.2, -0.9], [0.3, 0.1, 0.3], [0.2, -0.2, -0.1], [0.9, 0.2, -0.3]],
  "lowdin_charge": [-0.076, 0.112, -0.117, -0.012, -0.076, -0.247, 0.098, 0.084, 0.084, 0.155, 0.134, 0.115, 0.120, 0.049, 0.092, 0.101, 0.069, 0.112, 0.095, 0.107],
  "lumo_energy_ev": -9.3,
  "e_homo_ev": -14.046,
  "e_above_lowest_kj_mol": 770.3,
  "total_charge": 1,
  "orbital_gap_ev": 4.8
}

***

{
  "formula": "C4H14NO",
  "method": "the ωB97M-V functional and the def2-TZVPD basis",
  "species": ["O", "N", "C", "C", "C", "C", "H", "H", "H", "H", "H", "H", "H", "H", "H", "H", "H", "H", "H", "H"],
  "positions_angstrom": [[2.600, -2.342, -0.079], [0.846, -0.548, -1.299], [-0.740, 0.324, 0.428], [-0.135, 1.497, 1.190], [-0.278, 0.392, -1.038], [-2.277, 0.391, 0.485], [-1.100, 0.057, -1.672], [-2.714, -0.545, 0.196], [2.431, -2.395, 0.868], [0.947, 1.403, 1.337], [-0.426, -0.622, 0.867], [3.500, -2.694, -0.189], [1.614, -0.306, -0.672], [-0.547, 1.639, 2.192], [-2.509, 0.473, 1.531], [1.225, -0.253, -2.207], [-2.636, 1.239, -0.086], [-0.373, 2.409, 0.694], [0.551, -1.515, -1.255], [0.023, 1.396, -1.291]],
  "forces_ev_per_a": [[0.3, 0.1, 0.0], [0.6, 2.2, -0.7], [-0.3, 0.6, -0.3], [0.3, -0.6, 1.0], [-1.3, -0.8, 0.7], [1.2, -0.2, 0.5], [0.1, 0.2, -0.2], [-0.3, -0.3, -0.7], [0.1, -0.1, 0.1], [-0.1, 0.1, -0.2], [0.1, -0.2, 0.1], [-0.4, 0.1, 0.0], [0.1, -0.9, 0.4], [-0.1, -0.4, 0.0], [-0.5, 0.5, 0.4], [-0.1, -1.0, -0.2], [-0.3, 0.0, 0.0], [0.0, 0.8, -0.6], [0.5, -0.3, 0.0], [0.2, 0.2, -0.3]],
  "lowdin_charge": [-0.053, 0.185, -0.411, -0.068, -0.134, -0.052, 0.137, 0.080, 0.056, 0.086, 0.134, 0.073, 0.145, 0.092, 0.082, 0.180, 0.096, 0.077, 0.160, 0.135],
  "lumo_energy_ev": -3.4,
  "e_homo_ev": -15.687,
  "e_above_lowest_kj_mol": 55.9,
  "total_charge": 1,
  "orbital_gap_ev": 12.3
}

***

{
  "formula": "C4H14NO",
  "method": "the ωB97M-V functional and the def2-TZVPD basis",
  "species": ["O", "N", "C", "C", "C", "C", "H", "H", "H", "H", "H", "H", "H", "H", "H", "H", "H", "H", "H", "H"],
  "positions_angstrom": [[1.396, -2.830, 0.269], [0.411, 0.130, 1.844], [-0.706, -0.055, 0.981], [0.750, 0.585, -1.065], [-1.635, 1.038, -1.266], [-0.469, 0.995, -0.361], [0.532, -0.293, -1.718], [0.309, 0.946, 2.455], [1.497, -3.798, 0.178], [-2.294, 1.735, -0.849], [-1.306, 1.314, -2.340], [2.067, -2.407, -0.329], [1.629, 0.405, -0.423], [-0.769, -1.095, 0.633], [0.756, -0.717, 2.339], [-1.772, 0.148, 1.247], [1.033, 1.387, -1.688], [-2.158, 0.061, -1.362], [-0.462, 2.096, 0.215], [1.191, 0.356, 1.241]],
  "forces_ev_per_a": [[0.8, 0.4, -0.6], [1.1, -0.1, 1.6], [-3.0, 0.6, -4.8], [0.9, -0.9, -0.2], [0.0, -1.3, -2.3], [-0.5, 0.6, 4.8], [0.3, 0.5, 0.6], [0.0, -0.4, 0.3], [0.1, 0.8, 0.0], [-1.4, 1.0, 0.0], [-0.7, -0.1, 1.8], [-0.9, -1.0, 0.7], [-0.1, -0.2, -0.3], [0.6, 0.3, 0.0], [-0.7, 0.5, 0.1], [1.3, 0.3, 1.2], [0.6, 0.9, -1.0], [0.4, 0.5, 0.1], [0.7, -2.6, -1.5], [0.5, 0.2, -0.4]],
  "lowdin_charge": [-0.090, 0.171, -0.131, -0.100, -0.095, -0.411, 0.122, 0.187, 0.061, 0.061, 0.131, 0.061, 0.077, 0.122, 0.194, 0.143, 0.081, 0.105, 0.191, 0.121],
  "lumo_energy_ev": -3.4,
  "e_homo_ev": -14.923,
  "e_above_lowest_kj_mol": 180.0,
  "total_charge": 1,
  "orbital_gap_ev": 11.5
}

***

{
  "formula": "C4H14NO2",
  "method": "the ωB97M-V functional and the def2-TZVPD basis",
  "species": ["O", "O", "N", "C", "C", "C", "C", "H", "H", "H", "H", "H", "H", "H", "H", "H", "H", "H", "H", "H", "H"],
  "positions_angstrom": [[0.849, -1.738, 0.412], [2.918, 2.379, 1.176], [-0.673, 0.032, 1.319], [-0.136, 0.321, -0.043], [0.167, -1.083, -0.675], [-1.063, -1.809, -1.139], [-1.056, 1.158, -0.880], [3.255, 3.274, 1.094], [-0.501, 0.727, 2.066], [0.900, 0.638, 0.093], [0.943, -0.867, -1.409], [-0.921, 2.224, -0.823], [-0.976, -2.847, -1.409], [-0.915, 0.935, -1.937], [1.526, -2.377, 0.168], [-0.198, -0.823, 1.634], [-1.416, -1.292, -2.036], [-1.672, -0.182, 1.263], [2.911, 2.110, 2.098], [-1.827, -1.825, -0.361], [-2.115, 1.047, -0.612]],
  "forces_ev_per_a": [[-0.3, -0.1, 0.4], [-0.5, -0.6, -0.4], [-0.4, 0.1, 0.9], [1.0, -1.2, -0.7], [0.8, 0.0, 1.0], [-0.3, 0.3, -0.5], [-0.5, 0.6, -0.2], [0.1, 0.1, 0.4], [-0.2, 0.0, -0.8], [-0.4, 1.0, 0.2], [-0.5, -0.2, -0.6], [0.5, 0.5, 0.4], [0.7, -0.4, -0.1], [-0.1, -0.2, 0.0], [-0.2, 0.1, -0.3], [0.2, -0.3, -0.1], [-0.4, -0.1, 0.2], [0.1, 0.2, 0.2], [0.3, 0.4, 0.1], [-0.2, 0.3, 0.0], [0.2, -0.5, -0.2]],
  "lowdin_charge": [-0.054, -0.058, 0.221, -0.290, -0.355, -0.020, -0.023, 0.042, 0.192, 0.148, 0.162, 0.087, 0.091, 0.099, 0.125, 0.147, 0.095, 0.167, 0.033, 0.089, 0.102],
  "lumo_energy_ev": -3.2,
  "e_homo_ev": -14.714,
  "e_above_lowest_kj_mol": 105.9,
  "total_charge": 1,
  "orbital_gap_ev": 11.5
}

***

{
  "formula": "C4H14NO2",
  "method": "the ωB97M-V functional and the def2-TZVPD basis",
  "species": ["O", "O", "N", "C", "C", "C", "C", "H", "H", "H", "H", "H", "H", "H", "H", "H", "H", "H", "H", "H", "H"],
  "positions_angstrom": [[0.643, 1.386, -2.333], [-2.871, -1.245, -0.340], [-0.034, -0.828, -0.727], [-0.479, -1.427, 1.561], [-0.064, -0.472, 0.748], [0.468, 0.871, 1.065], [1.985, 1.050, 0.750], [-0.133, -1.850, -0.756], [2.250, 0.625, -0.222], [-0.056, 1.764, -2.871], [2.589, 0.482, 1.457], [-0.970, -2.306, 1.163], [2.198, 2.112, 0.700], [-3.340, -0.665, -0.953], [0.765, -0.418, -1.215], [-0.184, -1.419, 2.601], [-0.951, -0.667, -1.159], [1.454, 1.901, -2.398], [0.306, 1.023, 2.125], [-3.552, -1.621, 0.242], [-0.023, 1.704, 0.560]],
  "forces_ev_per_a": [[0.1, -0.6, 0.5], [-0.1, 0.1, -0.2], [-1.9, -1.1, 1.1], [0.6, -0.1, -0.2], [0.2, -0.2, -0.6], [1.3, 0.4, 0.1], [-0.7, -0.7, -0.1], [1.2, 0.1, -0.1], [-0.1, 0.1, -0.2], [0.3, 0.4, -0.2], [0.1, 0.5, 0.2], [0.3, -0.2, 0.1], [0.4, 0.0, 0.3], [-0.2, -0.2, 0.2], [-0.4, 0.0, -0.3], [-0.7, 0.4, 0.2], [0.2, 1.2, -0.1], [-0.3, 0.3, -0.3], [0.0, 0.1, 0.2], [0.3, 0.2, -0.3], [-0.5, -0.4, -0.2]],
  "lowdin_charge": [-0.040, -0.050, 0.220, 0.103, -0.297, -0.187, -0.068, 0.163, 0.053, 0.062, 0.085, 0.078, 0.082, 0.062, 0.122, 0.095, 0.133, 0.067, 0.119, 0.077, 0.119],
  "lumo_energy_ev": -3.1,
  "e_homo_ev": -13.982,
  "e_above_lowest_kj_mol": 147.8,
  "total_charge": 1,
  "orbital_gap_ev": 10.9
}

***

{
  "formula": "C4H14NO2",
  "method": "the ωB97M-V functional and the def2-TZVPD basis",
  "species": ["O", "O", "N", "C", "C", "C", "C", "H", "H", "H", "H", "H", "H", "H", "H", "H", "H", "H", "H", "H", "H"],
  "positions_angstrom": [[2.541, 0.417, -1.149], [-2.224, -1.466, -1.809], [1.123, 1.283, 1.156], [-1.644, -0.004, 0.153], [-1.424, -0.413, -1.325], [-0.717, -0.569, 1.150], [0.822, -0.267, 1.030], [-2.071, -2.370, -1.280], [2.281, 1.210, -1.631], [1.402, -0.795, 1.707], [0.562, 1.613, 1.952], [-0.426, -0.672, -1.599], [0.863, 1.864, 0.366], [-0.926, -0.423, 2.184], [-1.458, 1.122, 0.063], [1.207, -0.624, 0.053], [2.103, 1.383, 1.473], [-1.748, 0.292, -2.147], [-0.687, -1.620, 1.089], [-2.683, 0.175, 0.352], [3.104, -0.136, -1.789]],
  "forces_ev_per_a": [[1.2, -1.0, -1.3], [-0.3, -4.2, 2.2], [0.1, -1.7, 1.8], [0.7, 3.9, -2.7], [-1.5, -0.1, -1.5], [2.3, -0.2, 0.8], [-2.1, 1.1, -3.2], [-0.4, 3.0, -1.7], [0.3, -0.2, -0.4], [0.9, -0.5, 1.9], [0.0, 0.0, -0.2], [1.3, 0.1, 0.4], [0.3, -0.2, -0.3], [-0.9, 0.6, 0.8], [0.4, -0.8, 0.3], [-0.3, 0.9, 0.6], [-0.4, 0.3, -0.9], [0.6, 0.5, 1.7], [-0.2, -1.7, -0.2], [-0.7, -1.3, 0.6], [-1.2, 1.4, 1.3]],
  "lowdin_charge": [-0.086, -0.108, 0.201, -0.169, -0.280, -0.182, -0.091, 0.162, 0.051, 0.104, 0.166, 0.092, 0.147, 0.111, 0.120, 0.096, 0.173, 0.146, 0.108, 0.121, 0.118],
  "lumo_energy_ev": -3.6,
  "e_homo_ev": -13.319,
  "e_above_lowest_kj_mol": 257.8,
  "total_charge": 1,
  "orbital_gap_ev": 9.7
}

***

{
  "formula": "C4H14NO2",
  "method": "the ωB97M-V functional and the def2-TZVPD basis",
  "species": ["O", "O", "N", "C", "C", "C", "C", "H", "H", "H", "H", "H", "H", "H", "H", "H", "H", "H", "H", "H", "H"],
  "positions_angstrom": [[-1.147, 1.938, 1.612], [-0.445, 2.912, -0.833], [0.119, -0.435, 1.541], [-0.764, -1.290, 0.618], [0.058, -1.885, -0.376], [1.904, -0.735, -1.559], [0.572, -0.963, -1.492], [0.010, 2.637, -1.618], [-1.437, -0.501, 0.386], [-1.205, -2.112, 1.311], [-2.019, 2.211, 1.831], [-0.871, 2.448, 0.853], [-0.573, 3.886, -0.879], [0.722, 0.213, 1.014], [-0.630, 0.166, 1.938], [2.232, -0.199, -2.372], [2.656, -1.282, -1.046], [-0.049, -1.016, -2.369], [0.475, -0.887, 2.335], [-0.495, -2.586, -0.957], [0.884, -2.521, 0.063]],
  "forces_ev_per_a": [[0.7, -0.9, 0.7], [-0.6, 1.2, 0.8], [-2.5, 1.2, -0.5], [-0.2, -0.6, 4.1], [2.3, -1.4, -3.0], [-2.6, -0.7, -0.2], [2.2, -1.9, 1.6], [0.4, -0.1, -0.6], [-1.2, -0.2, -1.2], [0.3, 1.7, -1.1], [-1.1, 0.5, 0.3], [0.2, 0.3, -0.8], [0.3, -1.0, -0.2], [0.2, -0.6, 0.4], [0.8, 0.7, -0.1], [1.0, 1.1, -1.9], [0.3, 0.1, 1.3], [-0.4, 1.4, -0.2], [1.6, -1.0, 0.9], [-0.9, -0.9, -0.1], [-0.7, 0.9, -0.2]],
  "lowdin_charge": [-0.029, -0.046, 0.178, -0.155, -0.243, 0.045, -0.134, 0.046, 0.118, 0.178, 0.055, -0.002, 0.092, 0.161, 0.116, 0.033, 0.068, 0.109, 0.141, 0.115, 0.152],
  "lumo_energy_ev": -2.8,
  "e_homo_ev": -13.589,
  "e_above_lowest_kj_mol": 229.8,
  "total_charge": 1,
  "orbital_gap_ev": 10.8
}

***

{
  "formula": "C4H14NO2",
  "method": "the ωB97M-V functional and the def2-TZVPD basis",
  "species": ["O", "O", "N", "C", "C", "C", "C", "H", "H", "H", "H", "H", "H", "H", "H", "H", "H", "H", "H", "H", "H"],
  "positions_angstrom": [[2.226, 1.564, -1.987], [-1.914, 0.617, 3.312], [0.068, 0.355, 0.840], [-0.211, -2.222, -0.968], [0.327, 0.082, -0.614], [0.512, 1.395, 1.517], [-0.804, -0.815, -1.218], [-2.174, -0.200, 2.837], [0.215, 1.423, 2.598], [2.300, 1.591, -2.961], [-0.437, -2.765, -0.044], [1.339, -0.468, -0.637], [0.322, 1.047, -1.211], [-0.377, -0.386, 1.364], [0.797, 2.315, 0.950], [0.927, -2.161, -1.046], [3.017, 1.918, -1.640], [-1.906, -0.923, -0.830], [-2.634, 0.962, 3.756], [-0.885, -0.528, -2.254], [-0.708, -2.801, -1.765]],
  "forces_ev_per_a": [[-1.2, -0.5, -1.4], [2.8, -1.8, -2.2], [2.0, 2.4, 0.5], [0.3, -0.7, -1.8], [-1.3, 1.3, -0.2], [-2.8, -1.0, -0.9], [0.2, -1.3, 2.3], [-0.3, 0.8, 0.8], [0.7, 0.0, -1.0], [0.1, 0.1, 0.8], [-0.2, 0.7, 0.1], [-1.7, 1.3, -0.2], [0.5, -1.1, 1.4], [0.1, -0.2, 0.2], [0.4, -1.1, 0.5], [-1.7, -0.7, -0.4], [1.5, 0.7, 0.3], [2.1, 1.3, -0.2], [-2.5, 0.9, 1.4], [0.1, -0.4, -0.4], [0.9, -0.6, 0.3]],
  "lowdin_charge": [-0.049, -0.025, 0.052, -0.127, -0.177, 0.197, -0.210, 0.063, 0.115, 0.080, 0.074, 0.138, 0.122, 0.144, 0.140, 0.090, 0.028, 0.152, 0.012, 0.099, 0.082],
  "lumo_energy_ev": -4.8,
  "e_homo_ev": -14.760,
  "e_above_lowest_kj_mol": 290.4,
  "total_charge": 1,
  "orbital_gap_ev": 10.0
}

***

What is the formula in the second record?
C4H14NO